No. 1
13
Properties=species:S:1:pos:R:3:lowdin_spin:R:1 method="wB97M-V/def2-TZVPD" e_lumo_ev="0.960 / -2.991" orbital_gap_ev="8.07 / 6.88" multiplicity=3
C 2.32 0.97 -1.23 0.00
C 1.57 2.03 -0.70 0.00
C -2.62 -1.64 1.90 0.90
N 1.61 -0.11 -1.46 0.00
N 0.48 0.24 -0.89 0.01
N 0.42 1.47 -0.39 0.01
P -1.64 -1.08 0.68 0.91
H 3.32 1.04 -1.60 0.00
H 1.90 3.03 -0.42 0.00
H -0.42 -0.38 -0.92 0.02
H -2.78 -2.53 2.36 0.06
H -3.37 -0.85 2.28 0.03
H -0.78 -2.18 0.39 0.06

No. 2
47
Properties=species:S:1:pos:R:3:mulliken_charge:R:1 method="wB97M-V/def2-TZVPD" e_lumo_ev=0.037 orbital_gap_ev=8.19 smiles="CCOC(=O)CCCNC(=O)COC(=O)/C=C/c1ccc2c(c1)OCO2"
C -1.90 -1.05 2.38 -0.55
C -2.82 -0.09 1.64 -0.29
H -3.85 -0.20 1.98 0.32
H -2.77 -0.26 0.56 0.25
O -2.48 1.27 1.92 -0.34
C -1.53 1.84 1.19 0.52
O -0.95 1.29 0.29 -0.55
C -1.30 3.27 1.62 -0.73
C -0.52 3.34 2.94 -0.53
H -0.58 4.37 3.32 0.37
H -0.99 2.69 3.68 0.31
C 0.96 2.97 2.80 -1.05
N 1.18 1.57 2.55 -0.05
C 1.50 0.72 3.54 0.55
O 1.62 1.04 4.70 -0.68
C 1.75 -0.72 3.10 -0.47
H 2.81 -0.97 3.28 0.52
H 1.14 -1.39 3.71 0.25
O 1.45 -0.93 1.73 -0.30
C 2.31 -1.69 1.01 0.21
O 3.29 -2.20 1.50 -0.62
C 1.93 -1.81 -0.40 -0.56
C 0.92 -1.13 -0.96 0.81
C 0.49 -1.18 -2.34 0.55
C -0.50 -0.29 -2.74 -0.53
C -0.98 -0.25 -4.05 -1.03
C -0.43 -1.14 -4.94 0.85
C 0.57 -2.04 -4.55 0.91
C 1.05 -2.08 -3.26 -1.43
H 1.81 -2.79 -2.99 0.40
O 0.93 -2.81 -5.62 -0.50
C 0.14 -2.36 -6.70 -0.23
O -0.71 -1.32 -6.26 -0.49
H -0.47 -3.20 -7.09 0.24
H 0.79 -1.99 -7.51 0.24
H -1.75 0.44 -4.35 0.45
H -0.90 0.40 -2.02 0.48
H 0.35 -0.44 -0.34 -0.05
H 2.56 -2.49 -0.95 0.35
H 1.05 1.21 1.62 0.24
H 1.41 3.55 1.99 0.41
H 1.46 3.20 3.74 0.42
H -0.75 3.78 0.83 0.31
H -2.27 3.74 1.75 0.39
H -1.89 -0.83 3.44 0.31
H -0.89 -0.98 1.99 -0.18
H -2.25 -2.07 2.24 0.44

No. 3
16
Properties=species:S:1:pos:R:3:mulliken_charge:R:1 method="wB97M-V/def2-TZVPD" e_lumo_ev=0.955 orbital_gap_ev=9.96 smiles="[H]/N=C/N.NCN"
N -0.68 2.27 1.74 -0.58
C 0.37 1.52 1.06 -0.12
N 0.56 0.06 1.49 -0.62
H -0.34 3.14 2.12 0.24
H -0.97 1.78 2.58 0.25
H 1.48 1.99 1.01 0.22
H 0.20 1.38 -0.03 0.14
H 1.07 0.14 2.38 0.25
H 1.15 -0.51 0.84 0.22
N -0.96 -1.06 -0.81 -0.43
C -0.07 -1.10 -1.85 0.10
N 0.72 -2.13 -2.08 -0.70
H -1.92 -0.64 -1.02 0.23
H -0.98 -1.74 -0.08 0.19
H -0.20 -0.27 -2.53 0.36
H 1.24 -1.76 -2.84 0.24

No. 4
102
Properties=species:S:1:pos:R:3:mulliken_charge:R:1 method="wB97M-V/def2-TZVPD" e_lumo_ev=-0.457 orbital_gap_ev=6.69
C 0.01 44.10 -27.77 0.25
O -0.52 45.17 -28.05 0.18
N -0.13 43.00 -28.42 -1.17
N 0.89 44.09 -26.76 -0.39
H 0.48 42.27 -28.10 0.19
H -0.92 42.81 -29.03 0.26
H 1.52 43.32 -26.58 -1.08
H 1.00 44.97 -26.28 0.67
C 1.84 47.08 -27.19 -0.24
O 2.52 47.54 -28.10 -0.70
N 1.95 47.23 -25.91 -0.23
N 0.89 46.23 -27.36 -0.50
H 2.72 47.82 -25.64 0.38
H 1.37 46.60 -25.37 0.25
H 0.44 45.93 -26.51 -0.20
H 0.55 45.88 -28.25 -0.97
C 2.47 42.29 -25.59 -0.78
O 1.30 42.59 -25.46 -0.44
N 2.92 41.60 -26.54 -0.32
N 3.47 42.56 -24.76 0.05
H 2.37 41.50 -27.39 0.29
H 3.92 41.49 -26.64 0.58
H 4.36 42.10 -24.87 0.32
H 3.11 42.79 -23.84 0.26
C 0.11 45.02 -24.75 0.38
O 0.84 45.64 -25.49 -0.08
N 0.33 44.90 -23.50 -0.22
N -1.03 44.45 -25.13 0.81
H -0.26 44.25 -22.99 0.40
H 1.30 44.81 -23.26 0.39
H -1.87 44.43 -24.57 0.44
H -1.18 44.30 -26.11 -2.46
C -2.73 47.11 -28.54 -2.86
C -1.87 46.42 -27.47 0.76
C -1.59 47.09 -26.13 0.87
C -0.99 48.42 -26.49 0.11
N -0.49 49.47 -26.77 -0.79
H -2.95 46.34 -29.28 0.94
H -2.28 48.04 -28.90 0.43
H -3.68 47.41 -28.08 0.38
H -0.88 46.13 -27.82 1.45
H -2.30 45.43 -27.31 0.54
H -0.86 46.52 -25.56 -0.14
H -2.44 47.20 -25.46 0.42
C 0.69 45.25 -31.05 -1.72
C 1.00 45.80 -29.63 0.08
C 2.40 45.50 -29.12 0.15
C 2.86 44.15 -29.17 0.17
N 3.31 43.08 -29.22 0.24
H 0.49 44.18 -31.06 0.35
H 1.60 45.31 -31.65 0.51
H -0.10 45.75 -31.61 0.44
H 0.27 45.32 -28.99 -0.63
H 0.86 46.89 -29.63 1.19
H 2.47 45.81 -28.08 -2.47
H 3.14 46.17 -29.57 0.96
C 5.50 40.04 -29.99 -1.44
C 4.28 40.23 -29.06 -0.25
C 3.60 41.64 -29.32 -1.72
C 2.36 41.78 -28.48 0.88
N 1.39 41.89 -27.86 -0.07
H 5.92 39.08 -29.67 0.40
H 6.21 40.86 -29.95 0.38
H 5.21 39.85 -31.02 0.35
H 4.75 40.22 -28.07 0.19
H 3.52 39.49 -29.29 0.38
H 3.46 41.58 -30.40 0.45
H 4.41 42.35 -29.19 0.47
C 3.45 44.72 -25.53 -0.33
C 3.70 44.22 -26.95 0.48
C 4.38 45.31 -27.84 -0.95
C 5.73 45.50 -27.46 0.31
N 6.83 45.61 -27.17 -0.71
H 3.01 44.04 -24.80 -0.60
H 2.87 45.65 -25.57 0.33
H 4.42 45.12 -25.24 0.80
H 2.69 44.11 -27.36 -0.03
H 4.10 43.20 -26.93 1.80
H 3.82 46.24 -27.83 1.12
H 4.36 45.03 -28.89 0.54
C -0.28 41.85 -25.80 -0.27
C -1.50 41.57 -26.73 -0.53
C -2.88 42.04 -26.14 -1.01
C -3.18 43.43 -26.48 0.35
N -3.32 44.55 -26.80 -0.52
H -0.18 42.91 -25.56 0.63
H 0.65 41.52 -26.25 0.17
H -0.34 41.16 -24.96 0.19
H -1.66 40.51 -26.92 0.75
H -1.42 42.02 -27.72 -0.14
H -2.82 41.95 -25.06 0.31
H -3.71 41.52 -26.62 0.48
N -2.06 45.49 -30.79 -0.08
C -2.47 44.68 -31.83 -1.01
C -1.84 43.45 -31.71 -1.54
C -1.15 43.44 -30.43 0.03
C -1.26 44.80 -29.91 0.21
H -2.24 46.47 -30.60 0.32
H -3.10 45.05 -32.63 0.48
H -1.89 42.76 -32.54 0.40
H -0.62 42.65 -29.92 0.66
H -0.96 45.27 -28.99 -0.41

No. 5
10
Properties=species:S:1:pos:R:3:mulliken_charge:R:1 method="wB97M-V/def2-TZVPD" e_lumo_ev=0.543 orbital_gap_ev=9.67
C -0.35 -1.72 -0.14 -1.12
C 1.14 2.35 0.00 0.71
C -1.77 0.12 -0.37 0.16
C 0.76 -1.08 0.07 0.89
O -0.01 2.25 0.02 -0.35
O 2.25 2.60 0.02 -0.36
O -2.35 0.32 0.58 -0.20
O 1.82 -0.63 0.28 -0.37
H -0.62 -2.03 -1.13 0.32
H -0.87 -2.17 0.68 0.32

No. 6
120
Properties=species:S:1:pos:R:3:mulliken_charge:R:1 method="wB97M-V/def2-TZVPD" e_lumo_ev=-3.246 orbital_gap_ev=8.48 charge=+1
C -0.75 -3.56 1.26 -0.61
C -1.85 -2.50 0.75 0.32
O -1.87 -2.36 -0.69 -0.52
B -1.76 -1.02 -1.11 0.78
O -0.63 -0.68 -1.91 -0.51
N -2.79 0.09 -0.81 0.15
C -4.18 -0.42 -1.09 -0.80
C -5.09 -0.22 0.32 0.50
C -6.17 -1.45 0.59 -1.24
O -4.80 -1.18 1.40 -0.23
O -2.69 0.63 0.46 -0.13
C -1.82 1.79 0.50 -0.11
C -1.68 2.17 2.05 -1.00
H -1.17 -4.29 2.01 0.38
H -0.24 -4.08 0.40 0.14
H 0.05 -2.96 1.78 -0.07
H -1.65 -1.55 1.32 -0.04
H -2.85 -2.94 1.07 0.17
H -0.17 0.10 -1.55 0.31
H -2.58 0.85 -1.49 0.45
H -4.25 -1.51 -1.32 0.39
H -4.74 0.15 -1.89 0.37
H -5.43 0.87 0.59 0.37
H -6.97 -0.61 0.72 0.21
H -6.47 -1.92 1.57 0.53
H -0.77 1.58 0.15 0.12
H -2.31 2.67 0.00 0.26
H -1.56 1.17 2.59 0.22
H -0.73 2.76 2.24 0.30
H -2.60 2.67 2.46 0.31
O 1.97 -2.04 2.47 -0.69
S 2.61 -1.01 3.25 1.16
O 3.39 0.02 2.63 -0.54
O 3.49 -1.70 4.41 -0.28
C 4.45 -2.69 4.04 -0.38
C 5.71 -2.07 3.48 -0.69
C 1.41 -0.25 4.30 -0.79
H 4.01 -3.41 3.35 0.28
H 4.70 -3.24 4.96 0.29
H 5.51 -1.60 2.51 0.00
H 6.48 -2.83 3.33 0.44
H 6.09 -1.30 4.15 0.28
H 0.85 -1.03 4.81 0.35
H 0.74 0.34 3.67 0.12
H 1.92 0.39 5.01 0.37
O -8.70 -2.41 3.30 -0.63
S -8.42 -2.57 4.70 1.23
O -8.48 -3.85 5.34 -0.60
O -9.32 -1.52 5.54 -0.27
C -10.73 -1.52 5.33 -0.33
C -11.41 -2.67 6.06 -0.99
C -6.85 -1.84 5.05 -1.01
H -10.97 -1.54 4.26 0.32
H -11.10 -0.57 5.73 0.28
H -11.13 -3.63 5.62 0.30
H -12.49 -2.57 6.00 0.39
H -11.11 -2.69 7.11 0.27
H -6.81 -0.85 4.61 0.30
H -6.08 -2.48 4.61 0.38
H -6.71 -1.80 6.13 0.39
O 0.70 -8.12 2.24 -0.63
S 1.45 -8.92 1.31 1.25
O 2.86 -9.18 1.50 -0.61
O 1.22 -8.35 -0.18 -0.29
C 1.48 -6.96 -0.42 -0.19
C 2.96 -6.68 -0.54 -1.07
C 0.62 -10.47 1.08 -0.94
H 1.02 -6.35 0.37 0.21
H 0.98 -6.70 -1.35 0.29
H 3.47 -6.84 0.41 0.28
H 3.13 -5.65 -0.86 0.40
H 3.42 -7.35 -1.27 0.29
H -0.43 -10.27 0.89 0.31
H 0.74 -11.04 2.00 0.37
H 1.08 -10.99 0.25 0.32
O 0.38 3.65 -0.01 -0.45
S 1.39 4.64 -0.27 1.02
O 1.18 6.03 0.02 -0.61
O 1.88 4.50 -1.80 -0.22
C 0.89 4.53 -2.84 -0.17
C 0.43 5.95 -3.13 -0.94
C 2.90 4.13 0.49 -1.00
H 0.05 3.88 -2.59 0.15
H 1.36 4.12 -3.73 0.25
H -0.13 6.36 -2.29 0.35
H -0.22 5.97 -4.01 0.36
H 1.28 6.61 -3.30 0.24
H 3.09 3.09 0.23 0.32
H 2.78 4.23 1.57 0.46
H 3.71 4.77 0.14 0.32
O 6.45 1.41 -2.01 -0.71
S 6.51 1.75 -0.61 1.21
O 5.55 2.64 -0.01 -0.52
O 7.99 2.28 -0.26 -0.28
C 8.54 3.34 -1.05 -0.37
C 7.98 4.69 -0.63 -0.91
C 6.57 0.27 0.34 -1.02
H 8.38 3.16 -2.11 0.32
H 9.62 3.33 -0.88 0.28
H 6.92 4.76 -0.88 0.21
H 8.50 5.50 -1.14 0.39
H 8.07 4.83 0.45 0.27
H 7.33 -0.39 -0.08 0.43
H 5.59 -0.21 0.29 0.32
H 6.80 0.52 1.38 0.34
O 0.12 5.74 -6.31 -0.59
S 0.44 6.43 -7.53 1.16
O -0.58 6.98 -8.38 -0.61
O 1.41 5.49 -8.42 -0.28
C 0.99 4.16 -8.71 -0.29
C -0.04 4.13 -9.83 -1.00
C 1.62 7.70 -7.18 -0.98
H 0.61 3.67 -7.81 0.27
H 1.88 3.61 -9.03 0.29
H -0.98 4.59 -9.51 0.29
H -0.25 3.11 -10.13 0.39
H 0.32 4.69 -10.69 0.27
H 2.42 7.28 -6.58 0.31
H 1.11 8.49 -6.62 0.38
H 2.01 8.09 -8.12 0.36

No. 7
25
Properties=species:S:1:pos:R:3:mulliken_charge:R:1 method="wB97M-V/def2-TZVPD" e_lumo_ev=-2.891 orbital_gap_ev=11.41 smiles="COC([NH+]=C(N)N)(OC)OC" charge=+1
C 1.92 0.04 0.00 0.64
C -2.87 0.23 -0.79 -0.80
C -0.37 2.29 0.40 -0.66
C -0.57 -2.40 0.39 -0.78
C -0.53 -0.02 0.01 0.61
N 3.05 -0.10 -0.61 -0.37
N 1.82 0.03 1.31 -0.37
N 0.79 -0.01 -0.70 -0.19
O -1.44 0.09 -1.05 -0.47
O -0.54 1.02 0.96 -0.43
O -0.66 -1.10 0.85 -0.28
H -2.96 0.34 0.29 0.36
H -3.24 -0.67 -1.24 0.34
H -3.20 1.16 -1.36 0.27
H -1.25 2.62 -0.19 0.26
H 0.47 2.23 -0.32 0.30
H -0.02 2.98 1.28 0.26
H 0.20 -2.57 -0.31 0.38
H -1.55 -2.71 -0.11 0.25
H -0.32 -3.04 1.24 0.27
H 3.94 -0.08 -0.11 0.24
H 3.09 -0.18 -1.58 0.19
H 2.58 -0.42 1.73 0.18
H 0.78 0.11 1.61 0.50
H 0.87 0.18 -1.70 0.30

No. 8
16
Properties=species:S:1:pos:R:3:mulliken_charge:R:1 method="wB97M-V/def2-TZVPD" e_lumo_ev=0.974 orbital_gap_ev=9.16
C 0.81 0.47 -0.41 0.06
C -1.97 0.72 0.62 -0.62
C 2.09 0.39 0.38 -1.19
N 0.27 -0.57 -0.96 -0.23
N 0.40 -1.78 -0.41 -0.38
O -2.12 -0.20 -0.74 -0.56
H -1.81 0.10 -1.61 0.31
H 0.58 1.40 -0.91 0.38
H 1.14 -2.02 0.24 0.18
H -0.29 -2.44 -0.73 0.20
H 1.93 0.02 1.40 0.29
H -1.22 0.96 1.37 0.30
H -2.75 0.24 1.21 0.28
H -2.44 1.63 0.24 0.28
H 2.79 -0.29 -0.10 0.37
H 2.58 1.36 0.40 0.34

No. 9
17
Properties=species:S:1:pos:R:3:mulliken_charge:R:1 method="wB97M-V/def2-TZVPD" e_lumo_ev=-0.211 orbital_gap_ev=7.77
C -2.57 1.28 0.07 -0.36
C -1.31 1.23 0.02 0.00
C -3.47 0.21 0.25 -0.39
C -2.72 -1.00 0.16 -0.38
C -1.33 -0.97 -0.01 -0.41
C -0.53 0.14 -0.19 0.57
C 1.83 1.30 -0.17 -0.96
N 1.85 -0.86 0.52 -0.51
N 1.46 0.00 -0.41 -0.03
H -4.49 0.48 0.60 0.36
H -3.04 -2.07 0.21 0.30
H -0.85 -1.86 -0.42 0.28
H 2.95 1.39 0.04 0.32
H 1.55 2.16 -0.83 0.31
H 1.33 1.66 0.76 0.38
H 1.92 -0.37 1.50 0.24
H 1.40 -1.78 0.63 0.27

No. 10
64
Properties=species:S:1:pos:R:3:mulliken_charge:R:1 method="wB97M-V/def2-TZVPD" e_lumo_ev=4.625 orbital_gap_ev=5.39 charge=-2
Sr 0.57 -0.10 -1.11 1.15
O -0.06 0.09 1.28 0.14
C -0.48 0.64 2.36 -0.34
C -0.02 0.24 3.65 -0.55
C -0.44 0.88 4.79 -0.54
C -1.34 1.95 4.75 -0.71
C -1.80 2.37 3.50 -0.23
C -1.41 1.72 2.34 0.14
C -1.88 2.14 1.01 -0.09
N -2.11 3.35 0.70 -0.64
C -2.47 3.58 -0.69 -0.70
C -1.25 4.09 -1.47 -0.74
N -0.60 3.03 -2.24 0.21
C -0.40 3.31 -3.46 -0.20
C 0.22 2.54 -4.52 0.71
C 0.51 3.23 -5.71 -0.59
C 1.12 2.64 -6.79 -0.64
C 1.45 1.28 -6.69 -0.28
C 1.17 0.56 -5.56 -0.62
C 0.53 1.14 -4.42 -0.19
O 0.25 0.43 -3.40 -0.76
H 0.70 -0.57 3.69 0.49
H -0.06 0.54 5.76 0.36
H -1.66 2.45 5.65 0.32
H -2.49 3.20 3.42 0.39
H -2.01 1.33 0.28 0.34
H -3.26 4.34 -0.72 0.41
H -2.85 2.67 -1.18 0.36
H -0.54 4.48 -0.74 0.32
H -1.55 4.92 -2.13 0.37
H -0.72 4.31 -3.82 -0.02
H 0.24 4.28 -5.75 0.25
H 1.34 3.20 -7.69 0.35
H 1.94 0.79 -7.53 0.34
H 1.43 -0.49 -5.49 0.42
C 4.92 -2.29 0.74 -1.52
C 3.63 -2.03 -0.04 0.37
S 3.42 -0.33 -0.46 -0.50
C 2.84 -3.07 -0.39 0.45
C 3.24 -4.50 -0.12 -1.26
S 1.34 -2.96 -1.34 -0.58
H 5.30 -1.34 1.12 0.34
H 5.69 -2.73 0.10 0.31
H 4.77 -2.96 1.59 0.33
H 4.10 -4.60 0.55 0.30
H 3.48 -5.00 -1.06 0.29
H 2.40 -5.07 0.31 0.26
C 0.64 -3.36 2.21 -1.45
C -0.70 -2.76 1.99 1.25
C -1.56 -2.37 2.98 -0.87
C -2.75 -1.73 2.58 1.12
N -3.06 -1.49 1.33 -0.57
C -2.19 -1.86 0.35 0.05
S -2.39 -1.41 -1.26 -0.36
N -1.07 -2.57 0.71 0.36
C -3.68 -1.20 3.63 -1.24
H 0.81 -3.51 3.28 0.37
H 1.41 -2.69 1.81 0.24
H 0.75 -4.30 1.68 0.34
H -1.30 -2.48 4.02 0.30
H -0.36 -2.80 -0.03 -0.44
H -3.76 -1.88 4.47 0.37
H -4.66 -1.02 3.19 0.38
H -3.29 -0.25 3.99 0.13

No. 11
59
Properties=species:S:1:pos:R:3:mulliken_charge:R:1 method="wB97M-V/def2-TZVPD" e_lumo_ev=3.494 orbital_gap_ev=3.46 charge=-2
Na -0.66 0.14 -0.33 0.63
C -1.09 -0.39 4.67 -1.54
C -2.31 -0.51 3.75 0.93
C -2.81 0.89 3.38 -1.31
C -2.03 -1.35 2.52 0.84
C -2.90 -1.33 1.43 -0.57
C -2.64 -2.07 0.28 -0.93
C -1.49 -2.86 0.17 1.03
C -1.20 -3.66 -1.07 -1.61
C -0.62 -2.87 1.25 -0.38
C -0.89 -2.14 2.40 -0.66
H -1.31 0.28 5.49 0.44
H -0.24 0.02 4.11 0.25
H -0.80 -1.35 5.09 0.37
H -3.11 -1.02 4.32 0.21
H -2.07 1.38 2.75 0.20
H -2.95 1.49 4.29 0.44
H -3.76 0.86 2.85 0.36
H -3.79 -0.71 1.45 0.18
H -3.33 -2.00 -0.56 0.24
H -1.54 -4.69 -0.95 0.44
H -0.13 -3.68 -1.26 0.32
H -1.70 -3.22 -1.93 0.24
H 0.32 -3.40 1.19 0.34
H -0.13 -2.14 3.17 0.24
C -0.44 -1.86 -4.91 -1.00
N 0.57 -1.00 -4.34 0.13
C 1.86 -0.98 -5.01 -0.95
C 0.44 -0.60 -3.04 0.64
O -0.61 -0.81 -2.42 -0.74
C 1.62 0.16 -2.45 -0.75
O 1.33 0.52 -1.16 0.34
C 1.68 1.84 -0.77 -1.12
C 0.54 2.47 0.04 0.85
O -0.66 2.29 -0.42 -1.03
N 0.87 3.86 0.31 -0.05
C 2.19 4.15 0.82 -0.88
C -0.16 4.53 1.08 -0.98
H -0.55 -1.65 -5.97 0.37
H -1.38 -1.68 -4.40 0.26
H -0.17 -2.92 -4.79 0.31
H 1.69 -0.99 -6.09 0.31
H 2.47 -1.85 -4.75 0.30
H 2.42 -0.09 -4.76 0.33
H 1.81 1.04 -3.09 0.31
H 2.53 -0.47 -2.49 -0.01
H 1.82 2.46 -1.66 0.38
H 2.63 1.77 -0.23 0.28
H 2.96 3.88 0.10 0.24
H 2.40 3.63 1.76 0.27
H 2.26 5.23 1.00 0.39
H -1.13 4.22 0.69 0.30
H -0.05 5.61 0.98 0.38
H -0.12 4.27 2.15 0.25
S 3.74 -2.73 1.62 -0.73
As 4.02 -0.63 1.17 0.16
S 0.70 1.49 1.90 -0.37
S 1.62 -0.36 1.66 -0.25
S 4.30 -0.47 -0.99 -0.65

E readings, ordered: -16961.0692; -34829.8005; -8195.2767; -58927.5485; -12369.0110; -139186.5136; -16017.8427; -8296.9372; -10360.7997; -70818.7242; -136874.5017 eV
Molar mass readings, ordered: 115.076; 363.366; 90.130; 652.850; 114.056; 934.994; 164.185; 90.126; 120.155; 612.357; 548.629 g mol⁻¹